Entry 1:
DFT (ωB97M-V/def2-TZVPD) results for a structure of composition C13H26O4V.

Structure (XYZ):
```
44
Properties=species:S:1:pos:R:3:forces:R:3
V -0.14799 -0.74417 -0.17671 0.7 -0.3 0.5
C -3.23254 -1.18800 -0.75923 0.8 -0.5 0.2
C -2.38821 -1.38626 -2.01407 -1.9 -0.2 -0.4
O -1.27730 -0.51356 -2.06267 0.0 0.4 0.0
C -1.55865 0.87060 -2.34782 -0.1 0.1 1.0
C -1.85590 1.66930 -1.06953 -0.3 -0.6 1.0
O -1.00975 1.12941 -0.02868 0.3 -0.1 -1.4
C -0.83924 1.83728 1.17193 -1.1 -0.7 0.9
C -0.03120 0.95749 2.11509 -0.7 0.6 -0.4
O -0.46521 -0.37658 2.02178 0.2 -1.3 -0.4
C -1.72561 -0.74785 2.59388 -0.3 1.2 1.2
C -2.83031 -0.76187 1.53911 1.1 -0.8 0.0
O -2.29582 -1.31617 0.32438 -0.6 0.6 0.3
H -4.00206 -1.93783 -0.61037 -0.1 -0.4 -0.4
H -3.74709 -0.23484 -0.72623 0.1 0.4 0.0
H -3.07030 -1.27646 -2.88791 0.7 0.1 0.3
H -2.01124 -2.40045 -2.03214 0.3 -0.1 0.0
H -2.41635 0.96612 -2.98870 -0.3 -0.1 -0.5
H -0.68179 1.23928 -2.83184 0.6 0.2 -0.3
H -2.92129 1.56007 -0.77511 0.6 0.0 0.0
H -1.66693 2.73119 -1.10619 0.2 0.3 -0.6
H -1.86007 1.94058 1.55109 0.1 0.6 0.4
H -0.35610 2.77869 1.05604 0.3 0.9 -0.3
H -0.11049 1.32895 3.10953 -0.3 0.3 1.0
H 1.00862 0.98578 1.88323 0.7 -0.3 -0.5
H -1.98270 0.03910 3.35752 0.1 -0.7 -0.6
H -1.61052 -1.68049 3.16746 0.1 0.2 -0.7
H -3.21448 0.22336 1.39566 -0.1 0.9 -0.5
H -3.67227 -1.35034 1.83040 -0.5 -0.6 0.5
C 3.27295 1.19376 -0.61677 1.1 -0.8 0.1
C 3.16113 -0.32083 -0.37103 0.4 -0.4 2.1
C 3.98232 -1.07772 -1.39806 1.1 1.1 -0.7
C 3.79136 -0.59011 1.07735 0.2 0.1 -1.9
C 1.70511 -0.76563 -0.29590 0.0 -0.4 -0.5
H 4.34571 1.46541 -0.68176 -0.5 -0.1 0.0
H 2.87695 1.77090 0.20710 -0.4 0.2 0.1
H 2.82043 1.43099 -1.55679 -0.5 0.5 -0.5
H 5.05489 -0.72006 -1.39654 -1.0 -0.5 0.4
H 3.63971 -0.73662 -2.37534 -0.2 -0.6 -0.3
H 3.97975 -2.16215 -1.29461 -0.2 0.1 0.0
H 4.73052 -0.04638 1.24077 0.0 -0.2 -0.3
H 3.93967 -1.65821 1.21406 0.0 0.0 0.2
H 3.10011 -0.18808 1.76217 -0.9 0.2 1.2
H 1.57214 -1.93762 -0.21454 0.2 0.8 -0.1
```
Forces are in eV/Å.

Results
Spin multiplicity: 3
Calculated total energy (Ha): -1755.5421
Charge: +1
HOMO energy (alpha / beta) (hartree): -0.39450 / -0.37521
Energy above the lowest of the compared OMol25 structures with the same formula, charge and spin (kcal per mole): 15.4
Gap between HOMO and LUMO (alpha / beta) (eV): 8.4 / 7.7

These are the natural (NBO) partial charges, in e, on atoms 1 to 8:
1 V 1.01
2 C -0.10
3 C -0.10
4 O -0.52
5 C -0.09
6 C -0.08
7 O -0.56
8 C -0.08


Entry 2:
DFT (ωB97M-V/def2-TZVPD) results for the molecule C4H8N2O2.

Structure (XYZ):
```
16
Properties=species:S:1:pos:R:3:forces:R:3
C -1.47930 1.32583 -0.03055 0.2 1.8 -0.1
N -1.15139 -0.04644 -0.19408 0.3 0.3 -0.6
C -2.30316 -0.81798 -0.59588 -0.3 0.4 -0.2
N -0.59866 -0.52234 1.02818 -2.1 -0.9 -0.3
C 0.63438 -0.48273 1.05192 2.3 -0.4 0.9
C 1.55201 0.09141 0.01251 -1.3 -0.4 -0.3
O 1.73480 1.26294 -0.16629 0.6 -0.4 -0.1
O 2.06324 -0.93657 -0.69831 1.1 1.2 -0.3
H -0.55881 1.90868 0.10725 -0.3 -0.1 0.0
H -1.94269 1.70368 -0.95746 0.0 -0.2 0.4
H -2.12793 1.52452 0.83934 -0.1 -0.1 -0.2
H -1.93588 -1.80373 -0.82080 -0.4 -0.5 -0.2
H -2.78038 -0.33781 -1.47310 0.7 -0.4 0.2
H -3.10663 -0.82095 0.13690 0.0 -0.3 0.6
H 1.14389 -0.99081 1.87981 -0.2 0.5 0.1
H 2.75080 -0.51224 -1.26182 -0.4 -0.5 0.0
```
Forces are in eV/Å.

Results
SMILES: CN(C)/N=C\C(=O)O
Spin multiplicity: 1
Calculated total energy (Ha): -417.1493
Charge: 0
HOMO energy (hartree): -0.31709
Energy above the lowest of the compared OMol25 structures with the same formula, charge and spin (kcal per mole): 66.9
Gap between HOMO and LUMO (eV): 9.3

These are the natural (NBO) partial charges, in e, on atoms 1 to 8:
1 C -0.43
2 N -0.34
3 C -0.41
4 N -0.23
5 C 0.01
6 C 0.74
7 O -0.56
8 O -0.66


Entry 3:
DFT (ωB97M-V/def2-TZVPD) results for a structure of composition C24H42Cl3MnN4O3SSi.

Structure (XYZ):
```
79
Properties=species:S:1:pos:R:3:forces:R:3
C 1.72334 -1.48530 -4.69753 -0.2 -0.4 0.0
C 1.16419 -0.15714 -4.30713 0.1 1.4 0.6
H 1.69975 -1.62673 -5.78339 0.0 -0.2 0.2
H 1.13602 -2.26812 -4.19095 0.1 0.1 -0.2
H 2.76554 -1.60723 -4.35586 -0.3 0.2 -0.1
C 0.67569 0.75735 -5.16052 0.4 -0.6 0.7
C 0.43004 0.48254 -6.59957 0.1 -0.1 -0.5
H 0.41689 1.74481 -4.79049 -0.2 -0.1 0.1
H 0.16057 -0.56618 -6.75157 0.0 0.1 -0.1
H 1.32237 0.69215 -7.19466 0.0 0.0 -0.3
H -0.38619 1.08892 -6.99392 0.0 0.1 0.0
Mn 2.13440 -2.20250 1.33445 -1.0 1.5 -0.7
Cl 1.91075 0.12308 1.35996 0.2 0.3 0.6
Cl -0.28021 -3.06431 -1.06179 -0.5 -0.4 0.5
C -0.02674 2.80476 1.18454 -0.1 -0.4 -0.1
O -1.09666 2.19302 1.27532 0.6 0.5 0.1
N 0.07135 4.14960 1.11900 -0.2 0.2 0.2
C -1.14311 4.95025 1.11402 0.3 0.0 0.0
C 1.35048 4.84619 1.19460 -0.2 -0.3 -0.1
H 0.95080 2.27943 1.14445 -0.4 0.2 0.0
H -1.99554 4.28405 1.27052 0.2 0.2 -0.1
H -1.24867 5.47607 0.15486 0.0 -0.1 0.2
H -1.08900 5.69515 1.91690 -0.1 -0.1 -0.1
H 2.16553 4.11402 1.11213 -0.3 0.2 -0.1
H 1.44152 5.37967 2.15406 0.0 -0.1 -0.2
H 1.43536 5.57897 0.38036 0.0 -0.3 0.1
H -2.03669 -1.15368 -3.48441 -0.1 0.0 0.2
H -2.39345 1.63705 -4.04281 -0.3 -0.1 0.3
C -2.99706 -0.95118 -2.99427 0.3 0.0 -0.2
C -3.24482 1.48153 -3.35333 0.1 -0.3 0.3
N -2.98475 0.38009 -2.42905 -0.7 0.6 0.5
H -3.15967 -1.66533 -2.18595 0.1 0.0 -0.1
C -2.97343 0.55967 -1.06939 0.2 -0.8 -0.3
O -2.81603 -0.33521 -0.24637 -0.4 0.9 -0.6
H -3.42467 2.41148 -2.78701 0.1 -0.3 -0.2
H -3.13152 1.62733 -0.79858 0.2 -0.3 0.1
H -3.81161 -0.99197 -3.72799 0.0 -0.2 0.1
H -4.13547 1.23576 -3.95724 0.2 0.2 0.2
O -0.08998 -0.69494 -2.48782 -1.1 -0.1 0.5
C 0.99567 -0.00291 -2.76064 1.2 0.6 -0.1
C -0.19081 2.19676 -2.17280 -0.3 0.1 0.0
C 1.02683 1.53595 -2.31444 0.1 -1.0 -0.4
H -1.10319 1.59721 -2.11472 0.7 0.1 -0.3
C -0.25835 3.59061 -2.13897 0.3 -0.6 -0.1
H 1.91061 -0.44697 -2.29531 0.2 0.2 0.0
C 2.21690 2.27256 -2.17205 -0.5 0.1 -0.2
H -1.23588 4.06203 -2.18666 0.1 0.2 0.2
C 0.92357 4.32364 -2.13601 -0.3 0.1 -0.1
C 2.15170 3.67027 -2.09027 0.2 -0.4 -0.1
H 3.18286 1.75330 -2.17364 -0.4 0.2 -0.1
H 0.86791 5.40301 -2.20587 0.1 0.1 0.1
H 3.07283 4.25261 -2.04615 -0.2 -0.1 0.0
Si -0.09917 -4.97380 -0.27582 1.1 -0.2 -0.7
Cl 3.85362 -1.92104 -0.03898 0.8 -1.0 -0.3
C -1.46477 -6.23857 0.05779 -0.4 0.2 0.2
C 1.11036 -4.89414 1.17217 0.4 -0.1 0.5
C 1.00462 -5.74532 -1.58606 0.0 -0.2 -0.1
H -2.10131 -6.07490 0.92813 0.0 0.3 0.0
H -1.01269 -7.22601 0.22732 0.3 0.3 -0.1
H -2.12548 -6.36071 -0.80182 0.0 0.1 -0.1
H 0.55917 -5.69801 -2.58917 0.1 0.0 0.2
H 1.26838 -6.78822 -1.36147 0.0 0.1 0.0
H 1.92973 -5.14818 -1.57902 -0.2 -0.2 -0.2
H 1.18807 -3.95493 1.76604 -0.7 -1.0 -0.1
H 2.10515 -5.08682 0.76407 0.0 0.0 -0.2
H 0.91970 -5.72395 1.86417 0.0 0.3 0.2
C 1.44850 -2.28252 4.59600 -0.3 0.3 0.1
N 0.70936 -1.04355 4.40453 0.2 -0.2 -0.7
C 1.07674 0.21578 4.84222 -0.7 0.9 -0.3
C 0.25906 1.11702 4.21895 0.0 -1.1 0.2
N -0.58498 0.38695 3.39150 0.4 -0.5 -0.1
C -0.19860 -0.91831 3.38665 0.4 0.9 0.1
S -0.41630 -2.04424 2.14818 -0.6 -0.5 0.3
H 0.73388 -3.10812 4.55018 0.2 0.1 0.0
H 2.20646 -2.42666 3.80216 -0.1 0.1 0.3
H 1.93985 -2.26294 5.57048 0.0 0.0 -0.1
H 1.89809 0.37930 5.51026 0.0 0.0 0.2
H 0.21691 2.19092 4.26380 0.0 -0.1 0.1
H -1.14980 0.79669 2.63089 0.5 -0.1 0.0
```
Forces are in eV/Å.

Results
Spin multiplicity: 6
Calculated total energy (Ha): -4603.8366
Charge: -1
HOMO energy (alpha / beta) (hartree): -0.11228 / -0.11228
Energy above the lowest of the compared OMol25 structures with the same formula, charge and spin (kcal per mole): 86.2
Gap between HOMO and LUMO (alpha / beta) (eV): 5.2 / 5.0

These are the Löwdin partial charges, in e, on atoms 1 to 8:
1 C -0.06
2 C -0.23
3 H 0.06
4 H 0.08
5 H 0.08
6 C -0.14
7 C -0.14
8 H 0.09


Entry 4:
DFT (ωB97M-V/def2-TZVPD) results for a structure of composition HOTl.

Structure (XYZ):
```
3
Properties=species:S:1:pos:R:3:forces:R:3
Tl 0.49560 -1.86483 0.40321 -0.5 0.4 0.0
O -0.69028 0.85268 -0.01058 -0.6 -1.4 0.7
H 0.19468 1.01215 -0.39263 1.0 1.0 -0.7
```
Forces are in eV/Å.

Results
Spin multiplicity: 1
Calculated total energy (Ha): -247.2574
Charge: +2
HOMO energy (hartree): -0.93756
Energy above the lowest of the compared OMol25 structures with the same formula, charge and spin (kcal per mole): 16.9
Gap between HOMO and LUMO (eV): 6.5

Let us look at the natural (NBO) charges, expressed in e, one per atom:
1 Tl 1.43
2 O 0.09
3 H 0.48